{
  "formula": "C66H165N11O22",
  "method": "wB97M-V/def2-TZVPD",
  "elements": ["H", "H", "H", "H", "C", "H", "H", "H", "C", "H", "H", "C", "H", "H", "H", "H", "H", "C", "O", "H", "C", "H", "C", "H", "H", "H", "O", "H", "H", "C", "O", "C", "H", "H", "C", "H", "H", "C", "H", "H", "C", "H", "H", "H", "H", "C", "H", "C", "C", "H", "H", "H", "N", "H", "C", "H", "H", "H", "H", "H", "H", "C", "C", "H", "C", "H", "O", "C", "C", "C", "N", "H", "O", "C", "C", "O", "C", "O", "H", "O", "C", "H", "C", "H", "C", "H", "H", "H", "C", "O", "H", "C", "H", "H", "H", "H", "H", "C", "H", "N", "O", "H", "H", "H", "C", "H", "H", "H", "H", "H", "O", "C", "H", "C", "H", "H", "H", "H", "C", "H", "H", "H", "H", "H", "H", "H", "O", "C", "N", "H", "C", "N", "H", "C", "H", "H", "O", "H", "C", "H", "N", "C", "H", "O", "N", "H", "C", "H", "H", "H", "H", "O", "H", "H", "H", "C", "H", "H", "H", "C", "H", "C", "H", "H", "O", "N", "H", "C", "C", "C", "H", "H", "H", "H", "H", "C", "H", "H", "H", "H", "H", "H", "H", "C", "H", "C", "C", "H", "O", "H", "C", "H", "H", "C", "H", "C", "C", "H", "H", "O", "C", "H", "C", "C", "H", "H", "H", "C", "H", "H", "H", "H", "H", "H", "O", "H", "O", "H", "H", "O", "C", "H", "H", "H", "H", "H", "C", "H", "H", "H", "H", "H", "N", "H", "H", "H", "C", "H", "H", "H", "H", "H", "N", "H", "O", "H", "C", "N", "C", "H", "H", "H", "H", "H", "H", "C", "H", "H", "H", "H", "H", "C", "C", "H"],
  "xyz": [[-2.39034, -13.26582, 7.60874], [-2.95319, -11.70970, -0.41919], [-7.95619, -1.94247, 1.83575], [-1.74348, 12.40001, 2.81573], [6.86977, 5.04856, -2.17863], [4.65608, -6.03329, 11.49025], [-3.98596, -3.27707, -2.54257], [7.96782, 0.37203, -10.19198], [4.58787, -3.83851, 6.20362], [5.29241, -1.33156, 6.23716], [-0.08920, 8.33555, 2.89216], [-3.96412, -8.60021, 11.73727], [7.21026, -2.14545, -2.93897], [-10.24284, -11.90592, -3.22837], [-1.58895, 7.40593, -0.77975], [-6.01464, -3.32806, -3.78073], [7.17992, 6.93467, -2.65038], [-5.67710, -9.39127, -3.29001], [1.87255, 8.26694, 3.46561], [-11.57120, -6.09212, 8.50066], [-2.83188, -10.60308, 8.02716], [1.36079, 10.85377, 3.94224], [-1.17029, -4.16413, 2.12009], [6.31587, 6.23236, -3.92180], [3.02584, 6.68015, 2.75201], [-3.14212, 7.80190, -3.41195], [-10.68156, -5.04606, 10.02515], [-1.35589, -5.03051, 1.48524], [-2.30259, -10.66173, -1.49396], [0.75421, 9.01076, 3.03657], [-2.98326, -8.98754, 10.78357], [-1.25291, 9.65778, -3.76008], [-10.84783, -3.02441, 10.01724], [5.37720, 5.90155, -8.76343], [-1.85165, 11.37071, -6.92345], [9.63344, 5.78481, -6.54647], [5.91454, 5.07621, -11.83341], [-6.54573, -7.28526, 3.88788], [-3.56698, -8.31706, 12.71206], [4.72713, -4.26845, 10.99329], [-3.15633, -10.71601, -0.81847], [-0.24362, 15.78609, 4.33447], [5.61760, -3.59836, 6.46836], [-0.19956, 9.93777, -3.77343], [3.53841, -3.93406, 8.85018], [9.98599, 9.05934, -6.32240], [-9.42124, -1.13235, -1.36069], [4.23531, -1.44268, 5.99572], [-9.34733, -6.48865, 8.32968], [9.28414, 3.82922, 0.00810], [7.57261, 3.40861, -0.19416], [-1.92801, 12.45803, -6.92706], [-6.13342, -1.78682, -2.34189], [9.87422, -0.26045, -7.49730], [-4.11303, 7.80359, 0.33204], [-9.49182, -1.72300, 0.97744], [3.30143, -5.55591, 6.87511], [4.24089, 7.09745, -11.02471], [10.12985, 9.77889, -7.12841], [8.12465, 5.00121, 0.42688], [10.74751, 9.28467, -5.57580], [-1.33200, -8.13562, 9.28338], [7.67080, -2.10790, -3.92618], [-7.79822, -0.82946, -3.38549], [9.69402, 6.68451, -5.93412], [-0.90471, -9.10864, 9.52577], [-9.36205, -10.79559, -1.59456], [9.34880, 0.69275, -7.43868], [7.76212, -0.62258, -4.36246], [-7.59220, -1.48748, -2.54130], [4.67094, 6.24822, -10.68711], [-8.20354, -10.05850, -4.11292], [8.13388, 4.61494, -1.65334], [8.98011, -4.10100, -4.06999], [-4.46811, -9.33758, -2.24357], [10.03096, 7.73627, -6.84140], [3.22842, 6.71806, -8.70221], [-7.96116, -1.81443, -0.21128], [-9.58387, -12.79514, -1.94756], [1.23070, 1.49351, -2.44986], [-9.39948, -11.89758, -2.53788], [-5.93405, -2.25769, -1.47090], [-8.15111, -7.79793, 6.73118], [9.02633, 1.21687, -5.38567], [0.48822, 10.20653, 4.03058], [0.63791, 0.36383, 0.75601], [8.63568, -4.20915, -5.09847], [-5.74901, -10.43438, -3.59796], [-1.50090, -12.64313, 7.70491], [-1.74080, -11.32359, 7.31322], [-3.32572, 8.19180, 0.97822], [4.18260, -5.21181, 10.95260], [-3.74488, -11.06638, 7.65318], [-2.11892, -0.69479, 0.77039], [-7.62852, -8.58130, 7.28011], [0.30805, -2.28979, 0.57212], [-10.37776, -9.59465, -2.70108], [-4.07685, -2.55557, -3.35453], [-4.67265, -8.52507, -1.54636], [8.27538, 5.75706, -4.11878], [-4.32146, -10.60139, -1.61901], [8.98749, 5.30237, -3.56538], [-0.83968, -13.12869, 6.98719], [-2.95080, -9.91883, -0.10407], [8.30797, 4.20666, -0.29643], [0.36127, 15.11316, 5.74663], [2.24836, 7.60204, 1.47149], [6.24814, 5.46886, -1.38804], [0.43258, 9.79919, 5.04007], [2.43943, 6.30276, -9.32920], [2.89669, -5.12930, 11.61700], [5.93034, 6.04427, -11.33271], [-8.92816, -5.62455, 7.81419], [-8.18906, -9.37186, -3.26651], [-1.86494, -4.04802, 2.95200], [-4.73002, -9.37106, 11.82270], [2.25772, 0.21213, -3.73364], [9.04793, 9.27054, -5.80904], [-8.46042, -1.37823, 1.05121], [9.96753, -4.52999, -3.89948], [1.00063, 9.42524, 2.05903], [-4.72954, 8.68466, 0.15391], [-8.45220, -0.29095, 1.12775], [-3.07401, -9.18605, 6.52893], [3.37267, -3.27502, 12.35125], [-8.82860, -7.36789, 4.71688], [-2.06692, 10.94681, -5.59690], [8.46706, 0.67523, -6.14852], [7.98858, -0.66705, -5.79247], [4.55498, -4.26904, 5.20279], [-0.54912, 1.26027, -0.63117], [-0.35936, 0.39563, 0.59939], [-0.11911, -4.21707, 2.40349], [-2.31099, -7.80216, 10.36146], [7.12861, 10.42063, -11.97230], [-0.12493, 12.01379, 2.10387], [6.45684, 8.44160, -11.68036], [-5.62266, -8.65939, -4.09592], [-0.52796, 15.08260, 5.11700], [0.68039, 13.71239, 3.19144], [-1.62537, -8.31921, 7.87616], [0.03258, 13.16798, 3.87851], [-1.33420, 9.02536, -5.98166], [-1.53739, -2.98864, 1.34438], [-6.91807, -9.32656, -2.48550], [7.69205, 1.40159, -6.39319], [-5.60147, -2.34259, -3.56570], [6.86482, -0.02863, -4.18873], [-1.83036, -1.81843, -4.73381], [3.40913, -6.41005, 9.36416], [-7.15499, -7.11332, 3.00056], [3.35768, 8.11597, -8.69671], [7.05591, -2.65432, -4.64132], [-4.74454, 7.06898, 0.83168], [6.39041, 4.21061, -2.68476], [8.59024, 6.93441, -4.88869], [3.14727, 6.41037, -7.65969], [-8.07844, 0.10206, -1.15779], [10.66397, 6.58381, -5.44714], [-2.26541, 7.62126, -2.78997], [-2.65418, 10.88635, -7.47972], [-2.38611, 7.92608, -1.31086], [-0.38357, 8.13819, -2.59608], [-0.78669, -8.60791, 7.39310], [-3.51198, -3.03498, -4.59392], [4.22967, -4.58568, 8.50718], [-0.62967, 0.98461, -2.79956], [-2.77791, -1.97824, -5.24834], [2.10821, 7.19880, 2.47442], [0.05650, 0.82704, -1.96743], [-1.71367, -7.47577, 11.21280], [1.89489, -3.86665, 12.98568], [0.32227, -0.22608, -2.05912], [-5.67911, -7.60262, 3.30793], [0.85757, 12.84631, 4.51414], [-1.88978, 9.57305, -5.22044], [5.33169, 8.37987, -9.13805], [3.97721, -1.48538, 4.93758], [-2.91735, -6.89639, 10.36066], [6.75773, 5.86839, -10.64524], [-3.36954, -1.06593, -5.32418], [10.24117, 1.31648, -7.38636], [7.99036, 9.12552, -12.77124], [-10.66919, -6.20001, 9.10302], [3.26892, -4.68089, 13.57550], [4.43970, 5.87111, -9.31867], [4.52702, 8.77238, -8.51633], [4.89249, 8.68273, -7.49334], [-1.00857, 13.84494, 4.66411], [-1.36361, 15.46383, 5.70391], [-9.38087, -9.57886, -2.26057], [-0.50196, -7.42941, 9.26296], [5.03090, -6.32601, 9.19789], [4.23372, -5.03086, 7.08308], [-2.88947, 9.13881, -5.20851], [8.06352, -0.03214, -9.18421], [6.99320, 9.49733, -12.53558], [-7.47117, -6.94740, 6.68238], [-10.71483, -7.04416, 9.79107], [9.00551, -2.64918, -3.87757], [2.88751, -4.19498, 12.67744], [4.22482, 4.81412, -9.47588], [-0.70642, 12.13238, 3.01815], [-10.43885, -3.84298, 9.42498], [-6.89089, -10.07263, -1.80524], [1.00905, 1.10331, -4.52747], [-0.17778, 2.22818, -0.29448], [7.13401, 6.01579, -3.23489], [-2.42653, -2.25239, -6.24307], [5.01301, -5.76504, 6.87862], [1.25888, 6.51581, 2.49030], [-1.07439, -1.31662, -0.46845], [-5.72685, -1.80012, -4.50277], [-6.27147, -6.27549, 4.19325], [-3.65158, 7.29490, -0.97168], [-3.62935, -9.04924, -2.87715], [-6.93256, -8.29132, 4.76176], [8.55270, -0.18247, -3.75470], [8.62178, -1.44072, -5.93601], [3.70548, -2.74431, 6.42567], [4.20433, -5.67346, 9.47908], [-2.24321, 8.98792, -1.11045], [-8.40167, -11.98905, -2.96694], [-4.69036, -7.86851, 11.38331], [-8.91377, -9.04784, 5.11630], [-1.87779, 10.24725, -3.08915], [6.21025, 7.18554, -12.38109], [-10.87464, -3.86457, 8.42612], [5.32640, 7.22277, -13.01790], [3.69131, -0.59943, 6.42128], [-0.23174, -1.58126, 2.23405], [4.34247, 9.81940, -8.75671], [-1.07980, 8.30277, -3.30902], [-8.08146, -2.44418, -2.72417], [-8.27801, -8.37474, -3.69772], [-3.78978, -8.82124, 8.06160], [1.73313, 1.16741, -3.71525], [7.01532, -0.07998, -8.88913], [-1.29051, 11.00241, 4.56941], [7.69204, 7.22631, -5.43285], [8.22159, -4.47133, -3.38034], [-9.40087, -3.51157, 9.39521], [-9.42287, -7.61803, 7.42907], [8.54800, -1.00839, -9.20232], [8.76829, 0.99557, -8.55008], [2.49366, 1.91419, -3.94330], [-1.07055, -0.85670, 0.51976], [-0.80584, 10.85049, 3.69642], [-0.48598, -1.99568, 1.25849], [7.02686, 6.77129, -12.97240], [-3.55184, -1.69501, -2.93992], [-1.03405, -12.68959, 8.68878], [8.90052, 7.76876, -4.25965], [-9.23832, -8.76906, -1.54503], [-2.63892, -10.74334, 9.09074], [-8.30349, -8.15573, 5.25696], [6.43490, 9.73203, -13.44185], [-9.58385, -8.48743, 7.91725], [-1.60049, 1.46591, -0.83226], [-2.21390, 6.53323, -2.74937], [-0.89054, 11.02410, -7.30322], [-8.34937, -0.94429, -1.29863], [-2.85122, -9.11847, 7.59378], [-8.58837, -6.80600, 9.04479]],
  "atomic_forces_ev_per_a": [[-0.43, 0.00, 0.60], [-1.16, 0.00, 0.40], [0.12, 0.42, -0.02], [0.31, 0.65, -0.23], [0.23, -2.52, 0.66], [0.79, 0.34, 0.21], [0.30, -0.62, -0.31], [0.18, -0.55, -0.41], [-0.58, -0.54, 0.45], [0.05, -0.15, -0.26], [-0.45, 0.19, 0.31], [-1.27, -0.90, -0.39], [-0.04, -0.35, 0.20], [0.18, 0.75, -0.42], [0.22, -0.09, 0.13], [-0.16, -0.38, -0.10], [0.90, 0.95, -0.29], [-0.30, -1.69, 2.94], [0.47, -1.27, -1.20], [0.20, -0.32, -0.40], [1.99, -0.97, -1.07], [-0.04, 0.22, 0.20], [-0.82, 1.08, -0.81], [-0.64, -0.54, 0.31], [-0.16, 0.03, 0.17], [-0.11, 0.56, 0.42], [0.56, -2.40, 0.04], [-0.31, -0.12, 0.26], [0.36, 0.38, -0.38], [0.24, 0.93, 0.57], [-1.24, 1.22, 0.21], [0.24, -1.85, -1.49], [-0.73, -0.19, 0.05], [0.10, 0.36, 0.45], [-0.59, -1.21, 0.52], [-0.79, 0.08, 0.08], [-0.01, -0.10, -0.78], [1.03, 0.27, -2.40], [0.16, -0.01, -0.05], [0.08, 0.03, 0.39], [1.43, 0.13, -1.38], [-0.48, -0.04, -0.55], [0.10, 0.36, -0.11], [-0.34, 1.21, -0.45], [-0.34, 0.35, -1.27], [-0.16, -0.19, 0.23], [-0.24, 0.69, -0.67], [-0.96, -1.71, -0.49], [-0.02, 0.15, 0.97], [0.25, -0.03, -1.12], [0.04, -0.20, 0.84], [0.01, -0.17, -0.15], [-1.90, 2.44, -1.23], [-0.14, -0.92, -0.01], [-0.34, 0.19, -1.25], [-0.51, 0.31, 0.89], [-0.34, 0.27, -0.56], [0.00, 0.09, 0.60], [-0.12, -0.31, -0.17], [-0.43, 0.29, -0.10], [0.48, -0.37, 0.14], [1.67, -0.84, -0.93], [0.24, 0.98, 0.53], [0.47, 0.03, -0.06], [1.83, 0.35, 0.43], [0.27, -0.03, 1.24], [0.35, -1.77, -0.10], [2.85, -1.36, 4.46], [-0.57, -2.08, 0.13], [-0.10, -1.05, 1.51], [-0.53, 1.40, -0.93], [0.12, -0.43, 0.00], [1.54, 0.54, -0.13], [-0.75, 1.99, 0.00], [-1.14, 0.29, -2.04], [-1.11, 0.95, -0.45], [2.69, -1.88, 0.07], [1.30, 1.06, -0.20], [0.24, 0.04, 0.25], [0.29, 1.19, 1.45], [0.30, -0.14, 1.82], [-0.21, -0.34, -0.30], [-0.07, -0.63, -0.40], [0.29, -0.53, 0.57], [-0.68, -1.51, -1.25], [0.07, -0.58, 0.11], [0.12, -0.72, -0.07], [1.03, 0.01, -1.26], [-0.18, -0.17, -0.35], [-0.52, 1.42, -0.02], [0.39, -0.62, 0.00], [0.10, -1.14, -0.02], [-0.36, -0.03, 0.51], [-0.02, 0.03, 0.30], [0.56, -0.19, -0.42], [0.71, -0.69, 0.92], [0.03, 1.04, -0.70], [-0.83, -0.45, -0.56], [0.03, -0.08, 0.30], [-1.01, -0.65, 0.70], [-0.29, 0.13, 0.55], [0.55, 0.48, -0.22], [0.41, 0.44, -0.08], [-0.72, -0.01, 0.35], [-1.81, -0.13, -0.30], [0.16, -0.90, 0.39], [-0.13, 0.22, -0.05], [-0.19, -0.05, -0.08], [0.14, 0.04, 0.01], [-0.72, 1.06, 0.29], [-0.32, 0.55, -1.40], [0.10, 0.36, -0.57], [-0.35, 0.03, -0.21], [0.16, 0.56, 1.23], [0.42, -0.95, 0.39], [0.71, -0.93, 0.49], [0.03, -0.40, 0.27], [-0.27, 0.06, -0.28], [-0.88, -0.91, -1.41], [-0.16, 0.23, 0.01], [-0.20, 0.27, -0.35], [-0.25, 0.06, -0.18], [0.33, -0.02, 0.39], [0.32, 0.52, -0.16], [0.54, -0.01, 0.46], [0.09, 0.22, 0.06], [0.41, 0.47, 0.94], [1.28, 0.34, -2.10], [-0.04, 1.82, 0.73], [-0.01, 0.64, -0.64], [0.56, 0.12, 1.09], [-0.29, 1.12, -1.65], [-0.05, 0.40, 0.21], [0.76, 0.01, 1.04], [-0.33, -0.25, 0.32], [-0.31, -0.18, -0.24], [-0.42, -0.21, -1.38], [-0.02, -0.04, 0.24], [-0.72, 0.84, 0.65], [-0.85, 1.62, -0.26], [-3.30, 0.80, -0.55], [-1.19, 0.22, -0.28], [0.60, -0.05, 0.36], [1.88, 0.22, -0.04], [-1.04, 0.99, -0.58], [-0.77, -0.43, 0.13], [1.92, -0.88, 0.96], [-0.26, -0.31, 0.32], [-0.08, 0.42, 0.49], [-0.96, 0.15, -0.17], [-1.25, -0.20, 0.27], [-2.98, -0.85, -1.50], [-0.07, -0.10, -0.08], [0.33, -0.17, -0.10], [-0.28, -0.65, 0.63], [0.69, -0.37, -0.94], [-0.39, -0.40, 0.04], [-0.14, 0.10, 0.52], [-0.01, -0.61, 0.99], [0.59, -0.06, 0.29], [0.01, 0.41, -0.85], [-1.58, -0.99, -0.76], [0.48, 0.63, -0.29], [-0.42, -0.40, -0.09], [0.52, 0.89, 0.26], [0.67, -0.97, 0.60], [-0.81, -0.01, 0.21], [0.19, -0.70, 0.30], [0.09, 0.97, 1.37], [0.69, -0.59, -2.10], [0.79, -0.29, 0.28], [-0.46, -0.45, -0.61], [-0.38, -0.54, 0.73], [0.60, -0.49, 0.64], [-0.53, -0.96, 0.66], [0.08, 2.00, 0.75], [0.12, 0.14, -0.35], [0.81, 0.73, -0.33], [-0.86, -0.26, -1.31], [0.25, 0.76, 0.43], [0.04, 0.10, 0.11], [-0.21, 0.80, 0.75], [0.17, 0.36, -0.57], [0.83, 0.61, 1.09], [0.73, 0.39, 0.12], [-0.09, 0.64, -0.60], [1.89, 0.11, 0.33], [0.02, 0.18, 0.45], [2.56, -0.24, -1.29], [0.20, 0.47, -0.02], [0.79, 0.50, -1.13], [-0.04, 0.21, 0.53], [0.74, 0.18, 0.82], [-0.74, 1.28, 1.70], [-0.05, -0.31, 0.34], [-1.05, 1.05, -1.52], [0.62, -1.32, 0.77], [-0.34, 0.41, 0.69], [-0.73, -0.03, -0.07], [-0.23, -0.52, -0.13], [-0.15, -0.11, -0.04], [-0.71, -0.31, 1.33], [1.06, -0.71, 1.12], [0.05, 1.43, -0.54], [-0.04, -0.19, 0.01], [-0.47, 0.35, 0.07], [0.34, 0.15, -0.50], [0.55, 2.50, -1.16], [-0.67, -0.49, -0.13], [0.28, -0.06, 0.55], [0.00, -0.11, -0.08], [-0.36, 0.66, -0.86], [-0.37, 0.80, 0.44], [-0.27, -0.02, 1.23], [0.61, 1.67, 2.37], [0.71, -0.26, 0.33], [-1.42, 0.04, 0.23], [0.42, 0.23, -0.17], [0.71, 0.48, -0.51], [0.65, 0.65, 0.51], [-0.44, -0.31, -0.31], [-0.80, 0.27, 0.26], [-0.30, -0.11, -0.58], [0.70, 1.07, -0.36], [0.47, -0.38, -0.15], [-0.02, 0.47, -0.21], [-0.02, -0.91, 1.85], [0.04, 0.55, -0.26], [-0.10, 0.42, -0.15], [-0.23, -0.46, 0.39], [0.68, -0.75, 0.38], [0.16, -0.03, 0.05], [-0.66, -2.35, 0.27], [-0.25, -0.22, -0.49], [-0.31, 0.09, -0.10], [0.35, 1.11, 0.25], [0.36, -0.35, 0.14], [0.03, -0.41, 0.75], [-0.21, 0.03, -0.02], [-0.23, 0.12, 0.05], [0.18, -0.56, 0.01], [0.57, -0.62, -0.42], [-0.48, 0.60, -1.33], [0.17, 0.06, 0.30], [-2.18, 0.88, -3.90], [-0.22, 0.12, -0.10], [-0.85, 0.06, -1.43], [0.73, -0.82, 0.37], [-1.28, -0.04, 0.55], [0.50, 0.75, -0.18], [-0.13, 0.47, -0.49], [-0.20, -0.21, 0.26], [-0.03, 0.25, 0.16], [-0.41, -0.16, 0.24], [-0.44, 0.04, 0.08], [0.84, 0.16, 0.24], [-0.31, -0.37, 0.03], [-0.31, 0.22, 0.28], [-0.18, -0.48, 0.38], [0.58, -0.21, -0.79], [0.20, 0.13, -0.11], [1.29, -1.65, 0.13], [1.12, -1.78, -0.14], [0.17, 0.74, 0.80]],
  "homo_lumo_gap_ev": 8.2,
  "e_above_lowest_ev": 13.352,
  "e_homo_ev": -8.01,
  "fmax_ev_per_a": 5.47,
  "total_charge": 0,
  "smiles": "COCCNCCOC.COCCNCCOC.COCCNCCOC.COCCNCCOC.COCCNCCOC.COCCNCCOC.COCCNCCOC.COCCNCCOC.COCCNCCOC.COCCNCCOC.COCCNCCOC",
  "e_lumo_ev": 0.209,
  "total_energy_ev": -132526.5194
}